(1)
Below is a gas-phase ion, CHF2OS2 (charge -1), with properties calculated with ωB97M-V with the def2-TZVPD basis set.

Properties
- ΔE to the lowest compared entry with this formula, charge and spin: 0.527 eV
- Frontier orbital gap: 7.424 eV
- Charge: -1
- LUMO level: 3.85 eV
- Max |F|: 0.065 Eh/bohr

Atoms and positions in Å:
C: -0.055461 -0.506095 0.662880
O: -2.116742 -1.629665 -0.655030
F: 0.506841 -1.479665 -0.058098
F: 0.234505 -0.668523 1.985373
S: -2.542964 1.120808 -0.018789
S: -2.031743 -0.657293 0.526754
H: 0.452639 0.582550 0.340351

Atomic forces in eV per Å
-0.1 3.3 -0.7
-0.1 0.8 1.4
0.3 -0.3 0.2
0.4 -0.4 0.1
-0.2 1.4 -0.1
1.4 -2.1 -1.5
-1.6 -2.7 0.6

---

(2)
Below is C4H5NO2S in the gas phase, with properties calculated with ωB97M-V with the def2-TZVPD basis set.

Properties
- ΔE to the lowest compared entry with this formula, charge and spin: 3.135 eV
- Frontier orbital gap: 9.014 eV
- LUMO level: 0.34 eV
- SMILES: C=C1OCC(=S)N1O
- Max |F|: 0.027 Eh/bohr

Atoms and positions in Å:
C: 1.214911 1.917739 -1.549153
C: 0.986257 0.869316 -0.763203
O: 1.887918 0.008698 -0.248675
C: 1.237094 -0.982537 0.550674
C: -0.236389 -0.625009 0.492451
S: -1.546238 -1.346480 1.177369
N: -0.270404 0.443804 -0.291123
O: -1.400284 1.111818 -0.628995
H: 2.199949 2.137365 -1.852654
H: 0.374619 2.525138 -1.903428
H: 1.629352 -0.903409 1.605342
H: 1.414361 -1.972323 0.132706
H: -2.097964 0.609100 -0.145254

Atomic forces in eV per Å
-1.3 -0.3 0.3
-0.4 0.5 -0.3
0.3 -0.1 -0.1
-0.1 0.4 1.1
0.2 -0.1 0.0
0.1 0.1 -0.1
0.3 -0.1 0.1
-0.2 -0.1 0.1
0.9 0.2 -0.3
0.5 -0.4 0.3
-0.4 -0.3 -1.1
0.1 0.0 0.1
0.1 0.0 -0.1

---

(3)
Below is a molecular structure, C19H27ClHgIN6OPS, with properties calculated with ωB97M-V with the def2-TZVPD basis set.

Properties
- ΔE to the lowest compared entry with this formula, charge and spin: 0.137 eV
- <S²>: 0.77
- Frontier orbital gap (alpha / beta): 6.258 / 6.142 eV
- Spin multiplicity: 2
- Charge: -1
- LUMO level (alpha / beta): 2.39 / 1.56 eV
- Max |F|: 0.004 Eh/bohr

Atoms and positions in Å:
Hg: 1.331477 -0.882615 1.798978
C: -1.217784 3.272632 -2.705731
C: -0.855652 3.843351 -1.388529
N: -1.060046 5.064126 -1.009557
N: -0.523321 5.112758 0.253069
C: 0.032120 3.955870 0.661291
S: 0.821229 3.603264 2.076741
N: -0.209022 3.132233 -0.407255
N: 0.135150 1.792968 -0.515524
H: -1.683847 4.051015 -3.304640
H: -1.903268 2.432803 -2.591008
H: -0.326225 2.901612 -3.212709
H: -0.533220 5.962687 0.785278
H: -0.192419 1.307616 0.319084
H: 1.149429 1.727934 -0.498000
N: 0.073140 -2.776079 5.336967
C: -1.237199 -2.564546 5.128478
O: -2.010198 -2.224128 6.013723
C: -1.730462 -2.733841 3.713951
C: -1.015051 -3.380237 2.714952
C: -1.578903 -3.468322 1.450909
N: -2.769967 -2.973034 1.137008
C: -3.453207 -2.358958 2.104266
C: -2.984036 -2.219353 3.396263
H: 0.414526 -2.625972 6.270454
H: 0.758663 -2.958156 4.610264
H: -0.036302 -3.811483 2.879122
H: -1.028664 -3.954627 0.651814
H: -4.424762 -1.962309 1.825694
H: -3.559824 -1.719916 4.162985
C: -1.684441 -2.832774 -2.267816
P: -0.868904 -1.309765 -1.629474
C: -0.432014 -0.530667 -3.241358
C: -2.395719 -0.365088 -1.224786
H: -2.399967 -2.606940 -3.063717
H: -2.214727 -3.315366 -1.445489
H: -0.932249 -3.522397 -2.654597
H: -1.302157 -0.423006 -3.896088
H: 0.309349 -1.153587 -3.747599
H: 0.014558 0.447223 -3.061131
H: -3.049883 -0.260767 -2.095932
H: -2.151379 0.624969 -0.839849
H: -2.931833 -0.910647 -0.449266
I: 2.840715 -3.527083 3.082331
Cl: 2.867069 2.828512 -4.141271
C: 3.120418 1.941025 -2.657174
C: 3.013015 0.557502 -2.659546
C: 3.167791 -0.139524 -1.476484
C: 3.437135 0.517570 -0.259804
C: 3.509953 -0.207373 0.986897
C: 3.554882 1.918710 -0.302500
C: 3.396741 2.626531 -1.483719
H: 2.784830 0.038147 -3.581123
H: 3.044090 -1.216301 -1.470853
H: 3.877179 0.347011 1.843441
H: 3.844748 -1.238953 0.952171
H: 3.730803 2.459660 0.618026
H: 3.467659 3.706104 -1.491625

Atomic forces in eV per Å
0.0 0.1 0.0
0.0 0.0 0.0
0.0 0.0 0.0
0.0 0.0 0.0
0.0 0.0 0.0
0.0 0.1 0.1
0.0 -0.1 0.0
0.0 0.0 -0.1
0.0 -0.1 0.0
0.0 0.0 0.0
0.0 0.0 0.0
0.0 0.0 0.0
0.0 0.0 0.0
0.0 0.0 0.0
0.1 -0.1 0.0
0.0 0.0 0.1
0.0 0.2 0.0
0.0 -0.1 0.0
-0.1 -0.1 -0.1
-0.1 0.0 0.1
0.0 0.0 0.0
-0.1 0.0 -0.1
0.0 0.0 0.0
0.1 0.0 0.1
0.0 0.0 0.0
0.0 0.0 -0.1
0.0 0.0 0.0
0.0 0.0 0.0
0.0 0.0 0.0
0.0 0.0 0.0
0.0 0.0 0.0
0.0 0.0 0.0
0.0 0.0 0.0
-0.1 0.0 0.0
0.0 0.0 0.0
0.0 0.0 0.0
0.0 0.0 0.0
0.0 0.0 0.0
0.0 0.0 0.0
0.0 0.0 0.0
0.0 0.0 0.0
0.0 0.0 -0.1
0.0 0.0 0.0
0.0 0.0 0.0
0.0 0.0 0.0
0.0 0.0 0.0
0.0 0.0 0.0
0.0 0.0 0.0
-0.1 0.0 0.0
0.1 0.0 -0.1
-0.1 0.0 0.0
0.0 0.0 0.0
0.0 0.0 0.0
0.0 0.0 0.0
0.0 0.0 0.0
0.0 0.0 0.0
0.0 0.0 0.0
0.0 0.0 0.0

---

(4)
Below is 6 unconnected molecules or ions with the total composition C29H57F3NO11S, with properties calculated with ωB97M-V with the def2-TZVPD basis set.

Properties
- Frontier orbital gap: 5.800 eV
- Charge: +1
- LUMO level: -5.15 eV
- Max |F|: 0.036 Eh/bohr

Atoms and positions in Å:
O: 2.923338 -5.348065 -1.533471
C: 2.624982 -4.210915 -1.722078
O: 3.340873 -3.188496 -1.223197
C: 1.460670 -3.839093 -2.612083
C: 0.170042 -4.356485 -2.074975
N: 0.230434 -5.517999 -1.409196
C: -0.850819 -6.135528 -0.891829
C: -2.101480 -5.581373 -1.028056
C: -2.212887 -4.362726 -1.702907
C: -3.594818 -3.797626 -1.801764
O: -4.386929 -4.349909 -2.494424
O: -3.867230 -2.749066 -1.056617
C: -1.082102 -3.758074 -2.245465
S: -1.225234 -2.233063 -3.166472
O: -0.339511 -2.273656 -4.284668
O: -2.588760 -1.928082 -3.445964
C: -0.635058 -0.936404 -1.946338
F: 0.084174 -1.560302 -0.988245
F: -1.683136 -0.378909 -1.383092
F: 0.113474 -0.047031 -2.544063
H: 2.960251 -2.844033 -0.403072
H: 1.468804 -2.776719 -2.790679
H: 1.633765 -4.297882 -3.586422
H: 1.136428 -5.982207 -1.297069
H: -0.713351 -7.065143 -0.366573
H: -2.979972 -6.061556 -0.632834
H: -4.724695 -2.406358 -1.356777
C: 1.687602 5.353420 -3.850988
C: 2.464045 4.083362 -3.547801
O: 2.817563 3.935609 -2.182731
C: 1.742874 3.879638 -1.268347
C: 0.800618 2.709945 -1.500553
H: 2.239000 6.229215 -3.507985
H: 1.522228 5.444080 -4.924520
H: 0.710689 5.364237 -3.363840
H: 3.408811 4.097876 -4.090390
H: 1.914689 3.201273 -3.898817
H: 1.193057 4.826583 -1.263992
H: 2.197726 3.779945 -0.281723
H: 0.284476 2.785669 -2.459099
H: 0.040858 2.674983 -0.716700
H: 1.358417 1.773282 -1.496473
C: -5.895621 -6.104486 0.675668
C: -5.339480 -7.368635 1.308444
O: -4.424800 -7.126289 2.360491
C: -4.935948 -6.414664 3.479042
C: -6.087623 -7.112468 4.178914
H: -5.075703 -5.461699 0.341965
H: -6.515260 -6.355176 -0.185500
H: -6.508386 -5.526953 1.367453
H: -4.775518 -7.929964 0.560542
H: -6.150328 -8.024279 1.640186
H: -5.218903 -5.396806 3.187709
H: -4.097139 -6.319909 4.168074
H: -6.967988 -7.191893 3.539420
H: -6.377123 -6.555619 5.069591
H: -5.800936 -8.122216 4.473817
C: 1.195124 1.889366 3.421946
C: 0.600897 0.509196 3.646283
O: -0.795788 0.493823 3.879800
C: -1.589146 1.017564 2.832046
C: -1.411190 0.276489 1.517043
H: 0.968899 2.553223 4.256430
H: 2.278269 1.804401 3.326741
H: 0.816554 2.362627 2.513524
H: 1.051336 0.065293 4.533820
H: 0.848063 -0.152675 2.806391
H: -1.397572 2.087781 2.697148
H: -2.621894 0.927233 3.167860
H: -0.396362 0.384280 1.129095
H: -2.096234 0.666012 0.766199
H: -1.605145 -0.790016 1.653655
C: 4.840772 0.266718 0.090660
C: 4.561118 0.104416 1.576526
O: 5.303452 -0.932343 2.185885
C: 6.716072 -0.797941 2.139485
C: 7.239427 0.449397 2.828703
H: 4.683221 -0.682315 -0.427205
H: 4.186867 1.022195 -0.348191
H: 5.869650 0.575088 -0.093094
H: 3.511863 -0.163845 1.724697
H: 4.716910 1.049670 2.108386
H: 7.070959 -0.846455 1.104276
H: 7.105883 -1.681435 2.644117
H: 6.908872 1.361982 2.330166
H: 8.329086 0.449472 2.826243
H: 6.890597 0.491332 3.861157
C: -2.474016 8.291594 -0.913881
C: -1.407374 8.193534 -1.991540
O: -0.355329 9.127074 -1.848752
C: 0.394038 9.042793 -0.651211
C: 1.089603 7.706838 -0.456989
H: -2.873451 9.304924 -0.864323
H: -3.291773 7.603782 -1.132000
H: -2.082876 8.039430 0.073037
H: -1.853490 8.407587 -2.962814
H: -1.008992 7.172156 -2.047747
H: -0.234488 9.280701 0.214246
H: 1.141142 9.833144 -0.719432
H: 0.372395 6.891514 -0.341675
H: 1.712445 7.728913 0.437651
H: 1.718454 7.474121 -1.317889

Atomic forces in eV per Å
0.0 -0.9 0.2
0.3 0.5 0.1
0.0 0.2 0.0
0.3 0.3 -0.1
-0.2 0.0 -0.3
-0.8 -0.4 0.3
-0.7 0.2 0.0
0.6 0.2 -0.3
0.3 0.2 0.6
-0.6 0.0 -0.4
-0.4 -0.6 -0.6
0.6 0.5 0.4
0.2 -0.2 0.4
-0.5 0.7 -1.6
0.7 -0.3 0.6
-0.2 -0.4 0.7
-0.1 -0.3 0.6
0.1 0.1 -0.1
0.0 0.0 -0.2
0.0 -0.1 -0.2
0.1 0.2 0.0
-0.2 0.2 0.0
0.0 -0.1 -0.1
0.3 0.3 -0.2
0.3 -0.1 0.0
-0.1 -0.1 0.2
-0.1 0.0 0.2
-0.1 0.0 0.1
-0.1 0.1 -0.1
0.2 -0.1 0.1
-0.1 0.0 0.1
0.0 0.0 -0.1
0.0 0.0 0.0
0.0 0.0 0.0
0.0 0.0 0.0
0.0 0.0 0.1
0.0 0.0 0.0
-0.1 0.0 0.0
0.1 0.0 0.0
0.0 0.0 0.0
0.0 0.0 0.0
0.1 0.0 0.1
0.0 0.0 0.0
-0.1 0.0 0.0
0.2 0.0 -0.1
-0.1 0.1 0.2
-0.1 -0.1 -0.1
0.0 0.0 0.0
0.0 0.0 0.0
0.0 0.0 0.0
0.0 0.0 0.0
0.0 0.0 0.0
0.0 0.0 0.0
0.1 0.0 -0.1
0.0 0.1 0.0
0.0 0.0 0.0
0.0 0.0 0.0
-0.1 0.1 -0.1
0.1 0.0 0.0
0.0 0.0 0.0
0.0 0.0 -0.1
0.1 0.0 0.1
0.0 0.0 0.0
0.0 0.0 0.0
0.0 0.0 0.0
-0.1 0.0 0.0
0.0 0.0 0.0
0.0 0.0 0.0
0.0 0.0 0.1
0.0 0.1 0.0
-0.1 0.0 0.1
0.0 0.0 0.0
0.1 0.0 0.0
0.0 0.1 0.0
-0.2 -0.2 0.0
0.2 0.0 0.0
-0.2 0.1 0.0
0.0 0.0 0.0
0.0 0.0 0.0
0.0 0.1 0.0
0.0 0.0 0.1
0.0 0.0 -0.1
0.0 0.0 0.0
-0.1 0.0 0.0
0.1 0.0 0.0
0.0 0.0 0.0
0.0 0.0 0.0
0.1 0.0 0.1
-0.1 -0.1 0.0
0.0 0.1 -0.1
0.1 0.0 0.1
-0.1 -0.1 -0.1
0.0 0.0 0.0
0.0 0.0 0.0
0.0 0.0 0.0
0.1 0.1 0.0
0.0 0.0 0.0
0.0 -0.1 0.0
0.0 0.0 -0.1
0.0 0.0 0.1
0.0 0.0 0.0
0.0 0.0 0.0

---

Q: Number 4 is which compound?
A: C29H57F3NO11S

---

What did the first record say?
Below is a gas-phase ion, CHF2OS2 (charge -1), with properties calculated with ωB97M-V with the def2-TZVPD basis set.

Properties
- ΔE to the lowest compared entry with this formula, charge and spin: 0.527 eV
- Frontier orbital gap: 7.424 eV
- Charge: -1
- LUMO level: 3.85 eV
- Max |F|: 0.065 Eh/bohr

Atoms and positions in Å:
C: -0.055461 -0.506095 0.662880
O: -2.116742 -1.629665 -0.655030
F: 0.506841 -1.479665 -0.058098
F: 0.234505 -0.668523 1.985373
S: -2.542964 1.120808 -0.018789
S: -2.031743 -0.657293 0.526754
H: 0.452639 0.582550 0.340351

Atomic forces in eV per Å
-0.1 3.3 -0.7
-0.1 0.8 1.4
0.3 -0.3 0.2
0.4 -0.4 0.1
-0.2 1.4 -0.1
1.4 -2.1 -1.5
-1.6 -2.7 0.6

---

What did the first record say?
Below is a gas-phase ion, CHF2OS2 (charge -1), with properties calculated with ωB97M-V with the def2-TZVPD basis set.

Properties
- ΔE to the lowest compared entry with this formula, charge and spin: 0.527 eV
- Frontier orbital gap: 7.424 eV
- Charge: -1
- LUMO level: 3.85 eV
- Max |F|: 0.065 Eh/bohr

Atoms and positions in Å:
C: -0.055461 -0.506095 0.662880
O: -2.116742 -1.629665 -0.655030
F: 0.506841 -1.479665 -0.058098
F: 0.234505 -0.668523 1.985373
S: -2.542964 1.120808 -0.018789
S: -2.031743 -0.657293 0.526754
H: 0.452639 0.582550 0.340351

Atomic forces in eV per Å
-0.1 3.3 -0.7
-0.1 0.8 1.4
0.3 -0.3 0.2
0.4 -0.4 0.1
-0.2 1.4 -0.1
1.4 -2.1 -1.5
-1.6 -2.7 0.6

---

Q: Number 3 is which compound?
A: C19H27ClHgIN6OPS